1.
The following is a DFT calculation (ωB97M-V/def2-TZVPD) of a structure of composition C41H41N4O4Ta in a non-equilibrium geometry.

```
91
Properties=species:S:1:pos:R:3:forces:R:3
Ta -0.435076 0.561767 -0.105428 -1.67 -1.90 0.81
O 0.072535 1.037111 1.533866 0.54 0.67 1.87
C 1.067528 1.491938 2.431556 0.90 0.40 0.97
C 2.237908 0.502310 2.254431 -0.41 0.10 -0.21
C 2.834639 0.656588 0.884792 0.19 -0.10 -0.04
C 4.069693 1.271706 0.748522 -0.02 -0.10 0.02
C 4.636941 1.390180 -0.504652 -0.03 -0.03 0.02
C 3.970697 0.840315 -1.586451 0.07 -0.08 0.04
C 2.728673 0.257780 -1.403367 0.17 -0.03 0.03
C 2.003634 -0.349840 -2.570839 -0.31 0.20 0.16
C 0.788501 0.504957 -2.988366 0.61 -0.16 -0.90
O -0.026576 0.512913 -1.820168 0.52 0.28 -3.02
C 1.179381 1.932733 -3.364949 -0.25 -0.01 0.22
C 0.342289 2.993719 -3.030557 0.06 -0.06 -0.05
C 0.656207 4.290698 -3.412875 -0.02 -0.01 0.01
C 1.805958 4.540589 -4.144730 -0.02 0.04 -0.02
C 2.640916 3.487972 -4.487234 0.05 -0.01 -0.04
C 2.331115 2.192766 -4.100881 0.03 -0.06 0.04
C 0.000397 -0.192858 -4.108170 -0.19 0.01 0.36
C 0.105758 0.185688 -5.440255 0.05 0.04 0.10
C -0.649409 -0.456785 -6.412301 0.01 -0.04 -0.04
C -1.523825 -1.473675 -6.066080 0.00 0.00 -0.05
C -1.623528 -1.868707 -4.740695 0.01 -0.07 0.08
C -0.861727 -1.237303 -3.770989 0.11 0.03 -0.06
N 2.144222 0.201262 -0.184374 -0.66 0.39 0.14
C 1.552723 2.897108 2.044235 -0.29 -0.15 -0.11
C 2.255763 3.647845 2.983155 0.00 -0.02 -0.07
C 2.761120 4.892982 2.644067 0.04 -0.02 0.03
C 2.559907 5.409531 1.371593 0.02 0.05 0.01
C 1.872333 4.663603 0.429545 -0.01 -0.04 -0.12
C 1.380565 3.410957 0.766328 0.03 -0.06 0.09
C 0.467085 1.510558 3.832540 -0.16 -0.09 -0.23
C -0.574640 2.407844 4.069521 0.01 -0.05 0.02
C -1.147494 2.494882 5.326168 -0.03 0.05 -0.05
C -0.685920 1.686841 6.358027 0.02 -0.04 0.01
C 0.336131 0.783088 6.120717 0.00 -0.02 0.08
C 0.908917 0.688187 4.857829 0.05 0.00 -0.06
H 1.849744 -0.511035 2.380421 0.09 -0.02 0.09
H 2.998635 0.697923 3.005394 0.02 -0.01 0.00
H 4.569593 1.652249 1.628593 0.00 0.00 -0.01
H 5.590455 1.884513 -0.633525 0.01 -0.03 -0.01
H 4.418441 0.852453 -2.569769 -0.05 0.02 0.00
H 1.610694 -1.329414 -2.289088 0.08 -0.06 -0.09
H 2.676846 -0.474912 -3.414196 0.00 -0.06 0.00
H -0.577226 2.813417 -2.495527 -0.08 -0.01 0.07
H -0.011050 5.101861 -3.151146 0.00 -0.01 -0.01
H 2.038944 5.546831 -4.466368 0.03 0.00 0.04
H 3.536612 3.672901 -5.065565 -0.01 0.00 0.00
H 2.993245 1.388107 -4.397072 -0.03 0.03 -0.03
H 0.765742 0.992142 -5.725691 -0.02 0.04 -0.03
H -0.557255 -0.152222 -7.446163 -0.01 0.02 0.01
H -2.127074 -1.956199 -6.823112 0.02 0.00 -0.01
H -2.297224 -2.670254 -4.464124 0.00 0.01 -0.01
H -0.940654 -1.556027 -2.737752 -0.06 -0.01 0.02
H 2.403581 3.267694 3.986050 -0.04 -0.02 0.02
H 3.308649 5.462878 3.383054 -0.03 0.02 -0.01
H 2.931898 6.393238 1.118386 0.02 -0.02 0.00
H 1.714896 5.048100 -0.570171 0.00 0.00 0.01
H 0.860473 2.847907 -0.005803 -0.01 0.13 -0.01
H -0.923054 3.052628 3.269775 0.02 0.04 0.02
H -1.940635 3.208598 5.506317 -0.01 -0.02 0.00
H -1.120189 1.767044 7.345480 0.00 0.00 0.00
H 0.699345 0.153814 6.922527 -0.01 0.00 -0.01
H 1.708985 -0.023128 4.693991 -0.01 0.02 0.04
N -2.932098 0.007430 0.292465 0.84 0.53 -0.07
C -3.679962 1.280012 0.137804 0.18 0.17 -0.05
C -2.688274 2.434573 0.254217 -1.11 0.13 0.58
O -2.918347 3.475761 0.778801 0.26 -0.10 -0.24
O -1.537856 2.090974 -0.331578 0.34 0.51 -0.40
H -3.302068 -0.701283 -0.329403 0.09 -0.11 -0.04
H -3.053991 -0.333254 1.240876 0.08 -0.12 0.04
H -4.470834 1.404224 0.872104 0.01 -0.08 0.03
H -4.112250 1.339134 -0.861107 -0.03 -0.09 0.01
N -0.499025 -1.563534 0.101073 -0.06 -0.01 -0.01
C -0.426120 -2.726801 0.056550 -0.03 0.11 0.00
N -0.358820 -3.997485 -0.013145 0.09 -0.06 0.06
C -0.803518 -4.875402 1.096896 -0.23 -0.23 0.17
C -1.713401 -5.964798 0.546813 0.13 -0.04 -0.07
C -1.014512 -6.734806 -0.574517 -0.09 0.16 -0.03
C -0.590074 -5.780447 -1.691995 0.02 -0.05 0.14
C 0.306928 -4.673799 -1.154548 0.04 -0.17 -0.31
H -1.304084 -4.270260 1.850967 0.04 0.07 -0.04
H 0.090125 -5.319234 1.541775 0.03 0.08 0.00
H -2.637973 -5.518468 0.171880 -0.02 0.01 0.03
H -1.979214 -6.632398 1.366637 -0.01 0.02 0.01
H -1.684845 -7.493855 -0.974660 0.03 -0.03 0.01
H -0.137531 -7.252240 -0.175756 0.00 -0.03 0.00
H -1.473237 -5.342485 -2.163900 0.01 0.02 -0.02
H -0.035833 -6.315265 -2.463676 -0.01 0.02 -0.03
H 0.529643 -3.933484 -1.922406 0.00 0.06 0.06
H 1.246454 -5.091585 -0.785100 0.00 0.07 0.04
```
Forces are in eV/Å.

Computed properties:
HOMO energy = -13.50 eV
Orbital gap = 7.46 eV
Energy relative to the best compared isomer or geometry (same formula, charge and spin) = 85.52 kJ/mol
Net charge = +2

=====

2.
The following is a DFT calculation (ωB97M-V/def2-TZVPD) of a structure of composition C41H42AsCrN5SSi2 in a non-equilibrium geometry.

```
93
Properties=species:S:1:pos:R:3:forces:R:3
Cr 0.209885 -0.260405 0.120652 -2.13 0.03 0.57
C 3.035412 1.302232 2.200573 -0.26 0.11 -0.26
Si 1.590465 2.368669 1.619780 0.02 -0.14 0.49
C 0.160969 2.166996 2.865550 0.30 0.05 -0.16
C 2.191024 4.152819 1.704243 -0.15 -0.21 -0.17
C 0.802464 1.810953 -0.039361 0.42 0.30 0.20
C -0.617930 2.186539 -0.073248 -0.18 0.11 -0.01
C -1.194329 3.455693 0.008330 -0.01 0.01 0.06
C -2.560950 3.575762 -0.118714 0.09 -0.06 -0.03
C -3.329041 2.426806 -0.311558 0.03 0.03 0.00
C -2.699778 1.205398 -0.354894 -0.25 -0.07 -0.02
N -1.368764 1.085670 -0.232243 0.13 0.42 -0.33
Si 1.528091 2.397308 -1.727260 0.11 -0.09 -0.51
C 2.096153 4.194829 -1.634575 -0.16 -0.23 0.09
C 0.105650 2.297625 -2.980164 0.19 0.00 0.22
C 2.973553 1.414260 -2.430933 -0.26 0.20 0.19
H 3.250644 1.530855 3.246329 -0.02 0.09 0.00
H 3.942881 1.518047 1.631939 0.02 -0.05 -0.03
H 2.847671 0.231148 2.134072 0.00 -0.05 0.06
H 0.528494 2.124668 3.892230 0.04 -0.01 -0.01
H -0.403984 1.250241 2.671427 -0.04 -0.01 0.04
H -0.547114 2.994997 2.803972 -0.03 -0.01 -0.02
H 2.470672 4.364516 2.738765 -0.01 -0.04 0.03
H 1.440979 4.888699 1.410788 0.00 -0.01 0.00
H 3.076403 4.307721 1.087427 -0.01 0.01 0.02
H -0.553210 4.315976 0.145505 -0.04 0.02 0.02
H -3.033444 4.548742 -0.087923 0.00 0.00 0.02
H -4.400784 2.484547 -0.432248 0.00 -0.02 0.00
H -3.276684 0.303449 -0.506908 0.07 0.01 0.02
H 1.412658 4.839712 -1.080770 0.01 0.02 -0.02
H 2.169776 4.589374 -2.650231 -0.01 -0.04 -0.03
H 3.083748 4.279262 -1.179580 -0.01 -0.01 0.01
H -0.668773 3.039078 -2.774860 -0.03 -0.02 0.00
H -0.373252 1.314322 -2.997611 0.01 -0.02 -0.01
H 0.484973 2.496271 -3.984265 0.05 -0.01 0.01
H 3.864849 1.483869 -1.804850 -0.03 -0.01 -0.03
H 3.231539 1.833442 -3.405867 -0.04 0.09 0.00
H 2.743496 0.359986 -2.585936 -0.01 0.08 -0.12
N 2.014832 -0.539633 -0.218002 1.83 -0.38 -0.24
C 3.153138 -0.714987 -0.426358 -0.23 -0.05 -0.09
C 4.461817 -0.921534 -0.718643 0.42 -0.14 0.18
C 5.444443 -0.798105 0.296998 0.04 0.05 0.23
N 6.255210 -0.710384 1.110308 -0.06 0.01 0.05
C 4.879022 -1.262174 -2.030869 -0.21 -0.18 -0.15
N 5.223267 -1.542725 -3.093549 -0.06 0.02 -0.01
C -2.535295 -6.304495 1.339476 0.00 -0.04 0.01
C -2.332763 -5.974652 0.006089 -0.01 -0.01 -0.01
C -1.349473 -5.062466 -0.342710 0.13 -0.01 0.00
C -0.551123 -4.484671 0.641873 -0.22 0.26 0.02
C -0.751632 -4.826422 1.976557 0.16 0.10 -0.04
C -1.736994 -5.739008 2.323453 -0.03 -0.01 0.01
As 0.650411 -3.020221 0.186506 0.38 -0.46 -0.43
C 1.228374 -3.503771 -1.597774 0.01 -0.03 0.04
C 1.230505 -2.531982 -2.595265 -0.04 -0.05 0.15
C 1.681563 -2.831039 -3.871507 -0.04 0.04 -0.02
C 2.146910 -4.106675 -4.152638 0.00 0.03 -0.03
C 2.124197 -5.088461 -3.172036 0.01 -0.04 0.00
C 1.650716 -4.796037 -1.902145 -0.03 0.04 0.04
C 2.163523 -3.379360 1.346673 -0.01 0.25 0.05
C 2.093673 -2.846487 2.633537 -0.10 -0.01 -0.12
C 3.125003 -3.049728 3.536371 -0.04 0.04 0.07
C 4.241428 -3.776069 3.151756 0.05 0.04 -0.03
C 4.327417 -4.286786 1.865658 0.07 0.04 0.00
C 3.296191 -4.085275 0.960292 -0.14 -0.05 -0.11
H -3.304278 -7.016403 1.609911 0.01 -0.01 0.00
H -2.941603 -6.428505 -0.765490 0.00 -0.01 0.01
H -1.182111 -4.815345 -1.384080 -0.06 0.01 -0.01
H -0.116409 -4.393730 2.741893 -0.06 -0.05 0.04
H -1.877654 -6.012454 3.361129 0.00 0.00 0.00
H 0.884749 -1.528714 -2.363601 0.02 0.04 -0.12
H 1.675930 -2.068118 -4.638942 0.05 -0.01 0.01
H 2.526248 -4.335776 -5.139332 0.00 -0.01 0.00
H 2.485625 -6.083646 -3.394973 -0.04 -0.01 -0.01
H 1.600086 -5.572023 -1.147263 0.06 -0.02 -0.02
H 1.218277 -2.271470 2.927355 0.06 0.02 0.07
H 3.063788 -2.633706 4.533470 0.00 0.00 0.00
H 5.057174 -3.920930 3.845906 0.01 -0.02 0.02
H 5.212897 -4.825471 1.555997 -0.01 -0.02 0.00
H 3.380655 -4.476911 -0.044657 0.04 0.02 0.00
S -3.141019 -2.055712 2.857372 0.04 0.06 -0.21
C -1.725081 -1.222637 2.378776 -0.10 -0.15 0.07
N -1.479862 -1.187204 1.102873 0.30 0.25 0.24
C -2.459792 -1.863051 0.387290 -0.30 -0.21 -0.05
C -2.499350 -2.027001 -0.999183 0.12 0.11 0.07
C -3.558954 -2.710075 -1.553486 0.10 0.06 -0.05
C -4.572384 -3.239535 -0.746828 -0.04 -0.01 0.08
C -4.543329 -3.090570 0.624290 -0.11 -0.10 0.01
C -3.475174 -2.400039 1.186730 0.30 0.14 0.07
H -1.073095 -0.773896 3.115201 -0.02 0.03 0.01
H -1.707164 -1.607941 -1.610978 -0.06 -0.05 -0.10
H -3.607948 -2.840935 -2.626181 0.01 -0.01 0.00
H -5.386952 -3.781250 -1.207873 -0.02 0.02 0.02
H -5.326404 -3.499830 1.248219 0.00 -0.02 -0.02
```
Forces are in eV/Å.

Computed properties:
HOMO energy (spin up / spin down) = -10.22 / -10.37 eV
Multiplicity = 4
Orbital gap (spin up / spin down) = 6.11 / 7.27 eV
Energy relative to the best compared isomer or geometry (same formula, charge and spin) = 163.12 kJ/mol
Net charge = +1